Record 1
C39H80BrN4O8S | ωB97M-V/def2-TZVPD

Output
LUMO level: -2.57 eV
orbital gap: 7.8674 eV
charge: +1
electronic energy: -144947.644 eV
HOMO level: -10.4 eV
multiplicity: 1

Geometry as XYZ:
```
133
Properties=species:S:1:pos:R:3:forces:R:3
C -1.17937 3.86977 3.58533 0.03 -0.11 0.05
C -2.11548 3.09317 2.66306 -0.05 0.01 0.04
C -1.88493 1.57826 2.73930 0.00 0.04 -0.08
C -0.81865 1.14487 1.73485 0.11 0.07 0.35
N -0.35080 -0.22840 1.90947 0.00 -0.15 -0.63
C 1.07968 -0.46396 1.79963 -0.03 0.08 0.27
C 1.59031 -1.63341 0.92309 0.18 -0.06 0.04
C 2.00404 -2.82443 1.78943 -0.05 -0.03 0.05
C 2.76453 -1.24805 0.00646 -0.04 0.03 -0.07
C 4.11317 -0.90053 0.65651 0.09 0.04 -0.01
C 4.23044 0.47902 1.33337 0.02 0.04 -0.06
C 4.05581 0.49979 2.86646 -0.16 0.08 0.01
C 5.31122 0.94835 3.62830 -0.03 -0.08 0.01
C 5.44463 0.37447 5.05048 0.00 0.04 -0.05
C 6.87711 -0.06083 5.38988 -0.04 -0.02 0.00
C 7.24115 0.05260 6.87243 0.07 -0.05 0.05
C 6.21515 -0.48867 7.87503 0.02 -0.08 0.04
C 6.03661 -2.01958 7.91400 -0.05 0.01 0.08
O 6.81646 -2.64771 6.91449 0.00 0.05 -0.10
C 6.71577 -4.05730 6.90262 0.02 -0.05 0.05
N 0.47077 -2.18699 0.01193 -0.06 0.16 -0.01
C 0.25155 -1.54605 -1.33478 -0.09 -0.04 -0.09
C -0.13141 -0.07978 -1.27828 -0.10 -0.03 -0.14
S 0.11759 0.66036 -2.93195 -0.02 -0.01 -0.02
C 0.82362 2.16464 -2.42094 0.39 -0.32 0.29
N 0.45220 3.34847 -2.70186 -0.50 0.46 -0.34
N 1.37263 4.21058 -2.11467 -0.55 0.52 -0.38
C 2.20608 3.46899 -1.51654 0.81 -0.17 0.52
O 1.95967 2.15188 -1.65525 -0.08 -0.45 0.00
C -0.81701 -2.42361 0.74723 -0.02 -0.12 0.11
C -1.31993 -1.25588 1.62140 -0.03 0.06 0.02
C -2.03480 -1.81919 2.86451 -0.46 0.23 -0.20
Br -0.76430 -2.42809 4.19568 0.12 -0.06 0.14
C -3.05053 -2.91364 2.54939 0.11 -0.11 0.13
C -4.06899 -3.15168 3.67690 0.02 -0.03 0.03
H -0.13624 3.56772 3.44505 -0.05 0.06 -0.04
H -1.43261 3.67248 4.63027 0.03 0.05 -0.06
H -1.24430 4.94473 3.41583 0.00 -0.04 0.01
H -3.15200 3.31890 2.92376 0.07 0.02 -0.01
H -1.98362 3.42992 1.62803 -0.04 -0.04 0.03
H -1.56324 1.28907 3.74492 -0.05 0.02 -0.01
H -2.82274 1.05162 2.53099 0.06 0.01 0.00
H -1.22041 1.33022 0.72906 0.01 -0.06 -0.07
H 0.05063 1.79939 1.85191 -0.08 -0.03 0.01
H 1.53177 0.45957 1.43453 0.02 -0.05 -0.04
H 1.50429 -0.63712 2.79396 0.01 0.04 -0.04
H 1.17010 -3.22561 2.36328 0.05 0.01 0.00
H 2.44909 -3.61876 1.18099 0.00 0.02 0.02
H 2.74913 -2.50092 2.51584 -0.03 -0.02 -0.09
H 2.49294 -0.40397 -0.63607 -0.05 -0.03 0.06
H 2.93783 -2.10319 -0.66156 0.04 0.03 0.06
H 4.43289 -1.68276 1.35072 -0.03 0.02 -0.04
H 4.83013 -0.93482 -0.16833 -0.04 -0.01 0.05
H 5.22572 0.86832 1.10193 -0.07 0.00 0.02
H 3.53187 1.17302 0.85113 0.04 -0.03 0.00
H 3.76485 -0.49518 3.22314 0.07 0.00 -0.06
H 3.22529 1.16330 3.12905 0.01 -0.10 0.08
H 5.30287 2.04031 3.68933 0.18 -0.03 -0.13
H 6.19574 0.67234 3.04485 -0.05 -0.06 0.04
H 5.11088 1.11913 5.77970 -0.06 -0.04 -0.05
H 4.77323 -0.48717 5.14740 0.03 0.08 0.13
H 7.02603 -1.09466 5.07305 -0.01 0.07 -0.09
H 7.57701 0.55391 4.81366 0.00 -0.01 0.09
H 8.19316 -0.45761 7.04019 -0.02 0.08 -0.04
H 7.40917 1.10906 7.11007 -0.07 -0.05 0.02
H 6.53214 -0.16504 8.86949 -0.06 0.02 -0.05
H 5.24329 -0.02013 7.70050 0.06 -0.01 0.00
H 4.97937 -2.28633 7.77325 0.04 0.02 -0.01
H 6.33023 -2.40548 8.89963 0.00 0.01 -0.06
H 7.69419 -4.49797 7.11277 -0.06 0.00 -0.01
H 6.38296 -4.39099 5.91504 0.02 0.01 0.06
H 6.00464 -4.42184 7.65043 0.03 0.02 -0.04
H 0.83393 -3.11513 -0.21110 -0.14 -0.03 -0.07
H -0.56072 -2.10841 -1.80304 0.13 -0.08 0.03
H 1.14481 -1.71557 -1.93224 0.03 0.15 0.11
H -1.18340 0.03041 -1.01728 0.05 0.04 0.12
H 0.47511 0.47513 -0.57166 0.02 -0.02 0.02
H 3.06116 3.76595 -0.92997 -0.04 -0.01 -0.03
H -0.67754 -3.32464 1.34365 0.09 0.13 0.05
H -1.55965 -2.65541 -0.01401 0.02 -0.06 0.08
H -2.14037 -0.75985 1.07884 0.08 -0.12 -0.13
H -2.55545 -0.98074 3.32827 0.16 -0.07 0.10
H -3.56025 -2.62745 1.62180 -0.04 -0.04 0.04
H -2.51851 -3.84895 2.35524 -0.03 0.06 -0.14
H -4.10553 -4.20256 3.96367 -0.01 0.05 -0.04
H -3.80186 -2.58995 4.57472 -0.05 -0.01 -0.06
H -5.07486 -2.86266 3.37341 0.05 0.06 0.04
C -1.18582 8.54360 -9.42090 0.07 0.03 0.00
O -0.95107 7.57143 -8.42829 -0.11 -0.07 -0.01
C -1.61815 7.86824 -7.21738 0.02 0.03 -0.02
C -1.66649 6.65067 -6.32453 0.05 0.04 0.06
O -2.65730 5.70738 -6.70000 -0.01 -0.01 0.01
C -2.32640 4.83389 -7.76476 -0.02 -0.03 -0.07
C -1.45948 3.66912 -7.34536 0.01 -0.03 0.00
O -0.10615 4.06672 -7.22836 -0.07 0.05 0.08
C 0.66561 3.12177 -6.53492 0.08 -0.05 0.01
H -0.84146 9.53467 -9.10285 0.00 0.00 0.01
H -0.62961 8.24568 -10.30704 0.00 0.00 0.00
H -2.25110 8.60819 -9.67041 0.00 0.00 0.01
H -2.64243 8.20577 -7.42127 -0.01 0.00 0.01
H -1.09055 8.67510 -6.68877 -0.02 0.03 -0.02
H -1.95211 6.98353 -5.32483 0.02 -0.02 0.01
H -0.67901 6.18676 -6.26662 0.00 0.01 -0.03
H -1.85728 5.37166 -8.59188 0.03 -0.01 0.03
H -3.27985 4.42849 -8.10914 0.00 0.02 -0.03
H -1.54548 2.86838 -8.09410 0.01 -0.02 0.02
H -1.82312 3.28276 -6.38352 -0.01 0.00 0.00
H 0.29759 2.98737 -5.50933 -0.02 0.00 -0.01
H 1.68728 3.49590 -6.49310 0.00 0.00 -0.02
H 0.66657 2.14750 -7.04165 -0.01 0.01 -0.01
C -4.06415 -1.31617 -2.78814 0.06 -0.02 -0.03
O -4.39713 -2.66694 -2.58404 -0.13 0.03 0.03
C -4.39384 -3.02362 -1.22102 0.07 0.05 -0.01
C -5.14295 -4.31493 -0.97567 0.07 -0.05 0.02
O -6.54198 -4.14764 -0.93753 -0.01 0.03 0.00
C -7.20835 -4.10748 -2.19410 -0.05 0.02 -0.06
C -7.41980 -5.46912 -2.81108 0.01 -0.02 -0.02
O -6.22251 -5.92967 -3.40822 0.02 -0.02 0.13
C -6.29461 -7.29617 -3.75272 0.00 0.00 -0.08
H -3.05649 -1.08782 -2.40276 0.00 0.00 0.00
H -4.07535 -1.13064 -3.85929 0.01 0.01 0.00
H -4.77896 -0.64658 -2.29809 0.01 0.00 0.01
H -4.84623 -2.22682 -0.61400 0.00 0.00 0.00
H -3.34861 -3.16108 -0.89194 0.00 0.03 0.06
H -4.86527 -4.66918 0.02120 0.02 -0.03 -0.02
H -4.84292 -5.06840 -1.70824 -0.01 0.03 -0.02
H -6.68372 -3.45540 -2.89642 0.01 -0.03 -0.01
H -8.18712 -3.67554 -1.98303 0.01 0.02 0.00
H -8.21304 -5.39636 -3.56755 0.00 -0.04 -0.01
H -7.75085 -6.17107 -2.03515 -0.02 0.01 0.01
H -6.45264 -7.92165 -2.86691 -0.01 0.01 0.00
H -5.34899 -7.56606 -4.21764 0.00 0.00 0.00
H -7.10582 -7.48731 -4.46372 -0.01 0.01 0.00
```
Positions in Å, forces in eV/Å.


Record 2
C18H23Cl41F2N2O3P2 | ωB97M-V/def2-TZVPD

Output
LUMO level: -0.43 eV
orbital gap: 8.0338 eV
charge: 0
electronic energy: -565593.640 eV
HOMO level: -8.5 eV
multiplicity: 1

Geometry as XYZ:
```
91
Properties=species:S:1:pos:R:3:forces:R:3
C 3.52497 0.62195 -0.17166 0.15 0.15 -0.16
C 2.15667 0.17449 -0.70827 0.27 -0.02 0.05
C 1.01976 0.89699 -0.01496 0.14 0.00 -0.26
Cl 1.17580 0.72280 1.75495 0.04 0.01 0.06
P -0.78248 0.55487 -0.43409 -0.47 0.86 0.97
Cl -0.33846 -0.84190 -2.01730 0.03 -0.34 -0.21
N -1.87582 -0.72621 0.34039 0.00 -0.66 -0.67
C -3.08807 -0.91230 -0.38565 0.62 -0.12 0.13
O -4.02657 -0.20938 -0.25427 -0.28 0.22 -0.33
F -3.07826 -1.93433 -1.23263 -0.17 0.12 0.30
C -1.29736 -1.91859 0.82838 -0.11 0.95 0.21
O -1.30392 -3.00435 0.39918 -0.12 -0.90 -0.32
F -0.73022 -1.63869 2.00797 0.33 0.07 0.17
P -1.46965 2.20154 1.04525 -0.19 0.08 -0.06
N -2.93184 2.61498 0.27422 0.36 0.32 -0.34
O -2.10339 1.42353 2.34111 0.22 -0.32 0.09
H 4.26864 0.56744 -0.97400 -0.08 -0.06 0.20
H 3.86769 -0.00961 0.64882 -0.05 0.12 0.03
H 3.50952 1.66141 0.17776 -0.01 -0.16 -0.02
H 2.04390 -0.90512 -0.57255 -0.02 0.13 -0.22
H 2.11058 0.40878 -1.77606 -0.23 -0.17 0.15
H 1.09583 1.97336 -0.22586 -0.14 -0.12 0.12
H -1.33954 1.37615 -1.44153 0.14 -0.12 -0.24
H -3.18378 2.12580 -0.57783 -0.22 -0.06 0.25
H -2.97716 3.61373 0.10358 -0.09 -0.15 0.02
H -1.39848 1.03320 2.88216 -0.14 0.13 -0.02
C -6.83163 1.32124 0.27475 0.10 0.02 0.00
Cl -7.70084 -0.21449 0.35335 0.06 0.08 0.06
Cl -7.52522 2.36957 -0.96197 0.00 0.00 -0.01
Cl -6.83271 2.12035 1.84979 0.09 0.03 -0.05
H -5.80370 1.11195 0.01014 -0.03 0.00 0.04
C -9.70739 1.21178 3.47657 0.01 -0.08 -0.07
Cl -10.65644 -0.18153 4.00453 -0.01 -0.01 0.02
Cl -10.55355 2.10071 2.21266 -0.01 0.01 -0.01
Cl -9.30999 2.26126 4.83545 0.00 -0.04 -0.07
H -8.78247 0.84080 3.05318 -0.05 0.00 0.03
C 1.16820 0.32454 5.97285 0.05 0.07 0.00
Cl 2.28479 1.53699 5.35703 -0.08 0.07 0.05
Cl 0.20555 -0.36004 4.66198 -0.07 -0.11 0.13
Cl 2.03999 -0.95734 6.82022 0.01 -0.04 -0.02
H 0.49955 0.79792 6.67984 -0.01 0.00 -0.02
C -10.70149 -2.25983 -1.02124 0.06 0.02 -0.02
Cl -11.44908 -3.85780 -1.02211 -0.01 0.00 0.00
Cl -11.42594 -1.22273 -2.24963 -0.01 0.01 -0.01
Cl -10.79855 -1.51365 0.57034 -0.13 -0.06 0.06
H -9.65494 -2.38326 -1.26961 -0.01 0.00 0.00
C 3.07379 -1.67787 10.39787 0.00 -0.01 0.01
Cl 4.27209 -0.38753 10.46338 0.00 0.01 -0.01
Cl 3.84629 -3.26162 10.46417 0.00 -0.01 0.00
Cl 1.88249 -1.50093 11.68545 0.00 0.00 0.01
H 2.55383 -1.60150 9.45282 -0.01 0.02 0.01
C 0.21439 1.66614 -5.15756 -0.01 -0.13 0.03
Cl 0.54179 2.31434 -3.54530 0.01 0.27 0.04
Cl 1.29007 0.31336 -5.47370 -0.06 -0.11 0.14
Cl -1.47308 1.18953 -5.31576 0.00 0.02 0.01
H 0.41386 2.44939 -5.87846 0.04 -0.02 0.01
C -8.20293 4.52092 8.36074 0.00 -0.03 0.01
Cl -9.62700 4.47106 7.32388 -0.02 0.06 0.06
Cl -6.74781 4.13026 7.44445 0.01 0.00 -0.01
Cl -8.04975 6.08725 9.15511 0.00 0.01 0.00
H -8.32408 3.76842 9.12885 0.00 0.01 -0.01
C 6.36078 -0.17157 4.04173 0.04 0.01 0.08
Cl 6.78706 0.18799 2.36985 -0.07 0.15 0.01
Cl 6.60466 1.24249 5.07108 0.01 0.00 0.00
Cl 4.70504 -0.75744 4.18477 0.06 -0.08 -0.13
H 7.02334 -0.95537 4.38623 -0.03 0.01 0.00
C 4.66035 -1.97762 -4.50220 0.04 0.03 -0.05
Cl 3.59930 -2.19608 -5.90275 -0.03 -0.01 0.00
Cl 6.32472 -1.74000 -5.01866 -0.11 -0.02 0.05
Cl 4.11495 -0.63169 -3.50058 0.03 -0.06 -0.05
H 4.60711 -2.88001 -3.90710 -0.01 0.01 -0.01
C 4.18482 1.00461 -8.08017 -0.08 -0.11 0.07
Cl 3.09920 2.30878 -7.59841 0.06 0.19 -0.10
Cl 3.96180 0.59386 -9.78029 0.02 0.01 -0.01
Cl 5.86174 1.42610 -7.74486 0.00 0.00 0.00
H 3.93337 0.13146 -7.48935 0.00 0.01 -0.01
C 7.00171 -3.97623 1.80501 0.02 -0.06 -0.02
Cl 5.75101 -2.93414 1.13624 -0.03 -0.02 -0.03
Cl 8.13514 -3.06674 2.81220 0.01 -0.04 -0.01
Cl 6.29456 -5.31016 2.71047 -0.01 -0.01 0.01
H 7.56670 -4.38995 0.98001 0.00 -0.01 0.01
C 0.29154 -1.06428 -10.12099 0.04 0.04 -0.03
Cl 0.52639 -0.42178 -8.49540 -0.02 -0.06 -0.06
Cl 1.41224 -2.39058 -10.43263 0.00 -0.01 0.00
Cl -1.37754 -1.57306 -10.36545 0.00 0.00 0.00
H 0.50785 -0.27403 -10.82829 0.00 0.00 0.01
C 10.24538 -1.15280 -6.07159 0.04 0.01 -0.02
Cl 11.68305 -0.43768 -5.34740 0.00 0.00 0.00
Cl 9.67076 -2.51987 -5.11431 0.04 0.00 -0.01
Cl 8.97340 0.05151 -6.27619 0.03 0.00 -0.01
H 10.51316 -1.52394 -7.05215 -0.01 0.00 0.01
```
Positions in Å, forces in eV/Å.


Q: Which value of multiplicity does entry 1 give?
A: 1